{
  "formula": "C12H17NOS2",
  "method": "ωB97M-V with the def2-TZVPD basis set",
  "elements": ["S", "S", "O", "N", "C", "C", "C", "C", "C", "C", "C", "C", "C", "C", "C", "C", "H", "H", "H", "H", "H", "H", "H", "H", "H", "H", "H", "H", "H", "H", "H", "H", "H"],
  "coordinates": [[1.28664, -1.22084, 0.53693], [1.91617, -3.90603, -0.57072], [3.05996, -1.69966, -1.31592], [-1.41522, 0.36936, 2.65396], [-1.03919, 2.10467, 0.14430], [4.54217, -1.56705, -3.15116], [-1.56412, 0.79999, 0.26046], [2.11706, -2.24633, -0.49358], [-1.38839, 2.92097, -0.92151], [-1.27375, -0.03908, 1.40909], [-1.16195, -0.53689, 3.77910], [-2.23522, 2.44538, -1.93346], [-2.72958, 1.13538, -1.84985], [-1.96946, 1.67779, 2.99500], [3.65119, -2.50570, -2.36374], [-2.39656, 0.31565, -0.77870], [-0.13949, -0.93210, 3.73736], [2.87943, -2.93664, -3.01811], [-3.40058, 0.76745, -2.62551], [-2.22557, 1.66661, 4.05505], [5.36469, -1.21465, -2.52145], [-1.30655, 0.01821, 4.70890], [-2.50452, 3.08371, -2.78021], [3.97465, -0.70011, -3.50197], [4.24175, -3.34611, -1.96594], [-2.88163, 1.89067, 2.42126], [-1.25695, 2.49562, 2.81753], [-0.35339, 2.48197, 0.90484], [-2.81500, -0.68615, -0.68768], [-1.86158, -1.38330, 3.76106], [-1.00859, 3.94223, -0.97978], [4.96684, -2.07762, -4.01883], [-1.07326, -1.11741, 1.29326]],
  "e_above_lowest_kcal_mol": 60.41,
  "max_force_ev_per_a": 2.01,
  "total_energy_ev": -37925.359,
  "e_lumo_ev": -1.437
}

---

{
  "formula": "C12H17O2Si",
  "method": "ωB97M-V with the def2-TZVPD basis set",
  "elements": ["Si", "O", "O", "C", "C", "C", "C", "C", "C", "C", "C", "C", "C", "C", "C", "H", "H", "H", "H", "H", "H", "H", "H", "H", "H", "H", "H", "H", "H", "H", "H", "H"],
  "coordinates": [[-3.63352, -0.05483, 1.78468], [-2.60742, 0.77092, -0.37395], [-2.07453, -0.40050, 1.35302], [1.92363, 0.73253, -1.46259], [1.32107, -1.66631, 0.72719], [-0.26746, 0.61984, -2.76490], [0.00113, 2.44737, -1.16508], [-0.30490, 0.25813, -0.09184], [0.50147, -0.41123, 0.90688], [-1.62583, 0.30414, 0.20562], [1.88695, -2.20407, 1.83138], [0.36492, 0.02837, 2.18065], [0.38254, 0.98990, -1.40195], [0.89130, -0.60961, 3.26265], [1.62333, -1.76884, 3.11592], [-3.44281, 1.26833, 2.15219], [0.70300, -0.30830, 4.29528], [0.36503, 2.93731, -2.13353], [-1.30882, 0.58073, -2.52989], [2.32288, -0.21182, -1.09632], [-0.06905, 1.06260, 2.21235], [2.49914, 1.57158, -0.86188], [1.74629, -2.42570, 4.02148], [2.28099, 0.88653, -2.36967], [2.61067, -3.01928, 1.72409], [0.05005, -0.34998, -3.03258], [0.00737, 1.37608, -3.54500], [0.46647, 2.99608, -0.29329], [1.42974, -1.98467, -0.33260], [-1.13845, 2.53653, -1.04373], [-4.70907, -0.49328, 1.01296], [-3.85753, -0.81765, 3.10843]],
  "e_above_lowest_kcal_mol": 24.77,
  "s2": 2.02,
  "max_force_ev_per_a": 5.71,
  "charge": -1,
  "total_energy_ev": -24688.973,
  "spin_multiplicity": 3,
  "e_lumo_ev": [3.305, 2.179]
}

---

{
  "formula": "C12H18AgF12O6P2",
  "method": "ωB97M-V with the def2-TZVPD basis set",
  "elements": ["Ag", "P", "P", "F", "F", "F", "F", "F", "F", "F", "F", "F", "F", "F", "F", "O", "O", "O", "O", "O", "O", "C", "C", "C", "C", "C", "C", "C", "C", "C", "C", "C", "C", "H", "H", "H", "H", "H", "H", "H", "H", "H", "H", "H", "H", "H", "H", "H", "H", "H", "H"],
  "coordinates": [[-0.39687, 0.88478, -0.30668], [-2.78443, 2.60973, -1.08360], [1.35139, -0.77171, -3.62496], [-3.42868, 2.89101, -2.51725], [-2.61358, 1.00095, -1.44458], [1.41491, 0.48567, -4.63751], [1.37077, -2.07502, -2.63026], [-2.12013, 2.33787, 0.42567], [-0.16753, -1.06342, -4.02210], [0.88141, 0.15515, -2.40795], [-2.97411, 4.15060, -0.64605], [2.92595, -0.51325, -3.23257], [-1.31648, 2.87949, -1.71554], [1.86126, -1.72036, -4.87646], [-4.23206, 2.24420, -0.48242], [3.77058, 2.27230, 0.86838], [-0.46983, -1.35150, -0.52630], [-0.57290, 0.18678, 1.95945], [-0.85573, -1.89995, 2.65004], [-0.77572, -3.54897, -0.21965], [1.60666, 2.31674, 0.42694], [2.67700, 2.81284, 0.28920], [-1.60364, -4.57854, -0.77900], [-0.89058, -0.57561, 2.82633], [3.02602, 4.13879, -0.36590], [-2.22891, -2.47947, -1.72286], [-1.06199, -2.34804, -0.77628], [-1.48934, -2.60853, 3.76403], [-1.29815, -0.29609, 4.30019], [4.40260, 4.41651, 0.21616], [4.95287, 3.01393, 0.57855], [-2.10395, -3.93781, -2.10827], [-1.11492, -1.69427, 4.90374], [-2.97644, -4.39870, -2.57841], [-1.00643, -3.58163, 3.78220], [-1.35018, -4.15772, -2.86791], [2.96875, 4.03242, -1.44800], [-2.50543, -2.59938, 3.35838], [-2.43294, -4.77053, -0.10355], [-3.20630, -2.18974, -1.34036], [-2.38378, -0.15135, 4.29088], [2.30977, 4.89752, -0.05871], [-2.00601, -1.77233, -2.52451], [-0.79973, 0.57998, 4.69353], [-0.98081, -5.39295, -1.13415], [4.37708, 5.09037, 1.07143], [5.62042, 2.64236, -0.19319], [-0.08204, -1.83886, 5.21797], [-1.80220, -1.83795, 5.74254], [5.03605, 4.93632, -0.50813], [5.47834, 3.17736, 1.51749]],
  "e_above_lowest_kcal_mol": 27.25,
  "max_force_ev_per_a": 2.47,
  "charge": -1,
  "total_energy_ev": -80222.555,
  "e_lumo_ev": 2.286
}

---

{
  "formula": "C12H18AgI3O9",
  "method": "ωB97M-V with the def2-TZVPD basis set",
  "elements": ["I", "I", "I", "Ag", "O", "O", "O", "O", "O", "O", "O", "O", "O", "C", "C", "C", "C", "C", "C", "C", "C", "C", "C", "C", "C", "H", "H", "H", "H", "H", "H", "H", "H", "H", "H", "H", "H", "H", "H", "H", "H", "H", "H"],
  "coordinates": [[1.06073, 1.38299, 8.23958], [-3.18843, 5.59678, 4.62898], [-5.18100, -1.46326, 6.97909], [-1.88935, 1.05942, 4.91530], [2.52062, 2.79141, 1.79476], [2.99944, 5.06643, 1.66312], [-2.76334, 0.59174, -2.21873], [-0.44854, -4.02560, 2.41851], [4.59720, 3.55538, 1.03301], [-4.95880, 0.55922, -2.04188], [-3.57080, 0.36162, -0.18102], [1.19520, -5.15814, 1.15320], [-0.90541, -5.48202, 0.81938], [3.31114, 3.71003, 1.50036], [-0.24312, -6.44005, -0.02127], [-5.74044, 1.02865, -4.14184], [-0.02804, -4.87145, 1.54844], [-3.26061, 0.69167, -3.49685], [-4.67808, 0.27786, -3.38769], [-3.71017, 0.42559, -1.40026], [1.06867, -6.60751, 0.73641], [5.22912, 4.68190, 1.33696], [-0.10785, -5.84661, -1.41599], [6.50511, 4.69830, 0.47234], [4.20621, 5.81280, 1.43607], [-5.73969, 0.67434, -5.17265], [-6.71899, 0.85810, -3.69299], [-5.49668, 2.08458, -4.02486], [5.50644, 4.66116, 2.39089], [4.29211, 6.31125, 0.47052], [6.29181, 4.95877, -0.56436], [0.55813, -4.98810, -1.50276], [-3.04821, 1.69523, -3.86542], [4.36282, 6.46890, 2.29228], [-1.12777, -5.50700, -1.59634], [7.05001, 3.75630, 0.41066], [-0.79261, -7.34979, -0.26318], [0.01952, -6.61948, -2.17397], [-2.69593, 0.05581, -4.17869], [1.98789, -6.69425, 0.15710], [1.04531, -7.31725, 1.56334], [-4.74263, -0.79197, -3.58618], [7.22884, 5.34643, 0.96655]],
  "e_above_lowest_kcal_mol": 144.28,
  "s2": 0.75,
  "max_force_ev_per_a": 7.80,
  "charge": -1,
  "total_energy_ev": -59462.098,
  "spin_multiplicity": 2,
  "e_lumo_ev": [0.220, -1.607]
}

---

{
  "formula": "C12H18AsS8SbTc",
  "method": "ωB97M-V with the def2-TZVPD basis set",
  "elements": ["Sb", "Tc", "As", "S", "S", "S", "S", "S", "S", "S", "S", "C", "C", "C", "C", "C", "C", "C", "C", "C", "C", "C", "C", "H", "H", "H", "H", "H", "H", "H", "H", "H", "H", "H", "H", "H", "H", "H", "H", "H", "H"],
  "coordinates": [[-1.69315, 1.06370, -5.92234], [0.57259, 0.17919, -0.72891], [3.13444, -4.33683, -2.09047], [0.80604, 1.87524, -2.27985], [2.28494, -4.70500, -0.07242], [0.38330, 1.68286, -6.09460], [4.26206, -3.96911, -0.22787], [-1.86278, 0.31351, -3.56957], [2.30279, -2.31262, -2.67746], [2.18957, -1.26295, -0.90001], [0.13299, 0.14155, -3.07635], [0.10840, 3.25104, 0.75763], [0.74354, 0.93425, 1.52756], [1.56447, -1.36380, 2.15779], [-1.33915, 1.22747, 0.24580], [-1.55789, -0.17692, 0.26248], [0.54699, -0.46955, 1.50284], [-0.89728, -2.50898, 1.00469], [-0.62370, -1.02911, 0.89913], [-0.16637, 1.77490, 0.84181], [-2.37907, 2.13687, -0.35299], [1.90317, 1.50859, 2.29418], [-2.79956, -0.75735, -0.34433], [-2.32038, 3.13300, 0.07555], [-0.33071, 3.68381, -0.13571], [1.17583, 3.44677, 0.72864], [-3.16390, -0.15389, -1.16704], [-3.37695, 1.75587, -0.14581], [-2.62761, -1.76343, -0.71564], [1.33596, -1.47819, 3.21965], [-0.30642, 3.76703, 1.62587], [-0.54625, -3.04839, 0.12405], [-2.26773, 2.22559, -1.43273], [-1.96299, -2.69325, 1.11689], [2.56572, -0.94847, 2.07260], [1.70924, 2.53443, 2.59175], [1.58485, -2.34608, 1.69853], [-3.58717, -0.80422, 0.41050], [-0.39862, -2.93382, 1.87113], [2.82117, 1.49409, 1.70537], [2.07964, 0.93219, 3.19966]],
  "e_above_lowest_kcal_mol": 10.47,
  "max_force_ev_per_a": 1.31,
  "charge": 1,
  "total_energy_ev": -168990.493,
  "e_lumo_ev": -4.380
}

---

{
  "formula": "C12H18AuF6N3OPSSi",
  "method": "ωB97M-V with the def2-TZVPD basis set",
  "elements": ["Au", "S", "P", "Si", "F", "F", "F", "F", "F", "F", "O", "N", "N", "N", "C", "C", "C", "C", "C", "C", "C", "C", "C", "C", "C", "C", "H", "H", "H", "H", "H", "H", "H", "H", "H", "H", "H", "H", "H", "H", "H", "H", "H", "H"],
  "coordinates": [[0.97460, -0.85670, -0.41210], [-2.09940, 0.29120, -1.28880], [0.82130, -4.03790, 0.22250], [-3.65390, -2.10290, 0.03240], [-0.71290, -4.40640, -0.11670], [0.80570, -4.92020, 1.54340], [0.24360, -2.71610, 1.09190], [0.77210, -3.01710, -1.14650], [2.30280, -3.49240, 0.51720], [1.35570, -5.21560, -0.69540], [2.99460, -0.43230, -1.08930], [-2.40240, 2.60370, -0.03290], [0.80210, 1.12950, 0.13910], [-0.30120, 1.79220, 0.23560], [-4.72370, -0.81940, 0.95900], [-1.94420, -1.19380, -0.26590], [5.11900, 0.43480, -0.85910], [6.01170, 1.30100, -0.27510], [3.74060, 0.43620, -0.52660], [5.56150, 2.22090, 0.68120], [3.25580, 1.45470, 0.40110], [-3.35960, -3.65270, 1.08750], [4.22510, 2.29240, 1.00100], [-1.47700, 1.61180, -0.26180], [1.91370, 1.72840, 0.65680], [-4.30470, -2.42630, -1.72940], [6.26870, 2.87480, 1.17000], [-3.55010, -2.91030, -2.34280], [5.43280, -0.31240, -1.57320], [-4.58770, -1.50380, -2.22870], [-3.19480, 2.60660, -0.65520], [-5.17550, -3.07230, -1.72140], [-2.53330, -3.52020, 1.78080], [1.71160, 2.60780, 1.25720], [7.05340, 1.27640, -0.55610], [-1.51340, -0.90720, 0.68610], [-5.73450, -1.19230, 1.09720], [-4.24800, -3.90350, 1.66340], [-2.02000, 3.50870, 0.20120], [-4.78890, 0.11780, 0.41190], [-4.32080, -0.60580, 1.94590], [-1.31120, -1.90190, -0.78710], [-3.11070, -4.50700, 0.46560], [3.88410, 3.04160, 1.69830]],
  "s2": 0.76,
  "max_force_ev_per_a": 4.15,
  "total_energy_ev": -67256.561,
  "spin_multiplicity": 2,
  "e_lumo_ev": [-1.165, -2.627]
}